A molecular structure, C22H36IrN7O4Se2. Source: the OMol25 dataset; level of theory: the ωB97M-V functional and the def2-TZVPD basis.

```
72
Properties=species:S:1:pos:R:3:forces:R:3
Ir -0.342 -0.788 -0.036 0.311 0.221 0.207
Se 1.539 1.025 0.664 -0.390 -0.191 0.072
Se 0.981 2.878 -0.668 0.291 -0.019 -0.017
O -0.035 -0.352 -1.965 0.101 0.130 0.013
O -1.604 0.947 -0.024 -0.081 0.039 0.042
O 5.021 1.866 1.406 0.007 -0.093 -0.066
O 4.574 1.011 -2.766 -0.010 -0.020 0.016
N -0.801 -1.363 4.305 -0.031 -0.031 0.006
N -3.235 2.242 -0.877 0.021 0.016 0.002
N 0.828 -2.425 -0.112 -0.055 0.002 0.099
N -0.229 -3.187 5.560 0.008 -0.018 -0.008
N 0.295 -3.237 3.330 0.013 -0.066 -0.048
N -1.408 0.388 2.963 0.072 0.038 -0.020
N -0.408 -1.435 1.973 0.020 -0.119 -0.136
C -3.823 2.869 1.418 0.008 0.010 0.005
C 4.276 2.709 0.548 0.041 0.028 0.018
C 3.784 2.008 -0.727 -0.090 0.052 -0.055
C -2.140 -0.776 -3.111 -0.013 -0.060 0.016
C -0.646 -1.060 -3.007 -0.021 -0.009 -0.084
C -0.257 -2.579 4.372 0.037 0.056 0.037
C 2.262 -4.787 -0.091 0.008 -0.016 -0.037
C -3.807 -0.012 -0.298 -0.035 0.024 0.021
C -2.763 1.043 -0.462 0.070 -0.094 -0.042
C 3.099 0.674 -0.435 -0.072 -0.008 -0.281
C 2.253 -3.972 -1.211 0.007 -0.021 0.009
C -4.955 1.839 1.223 -0.005 0.003 -0.008
C -3.153 3.332 0.110 -0.017 0.003 0.014
C -0.860 -0.827 3.096 -0.060 0.031 0.009
C 0.201 -2.616 2.181 -0.078 0.057 0.145
C 0.068 -0.678 -4.298 -0.008 -0.009 0.046
C -4.529 0.368 1.024 0.014 0.000 0.010
C 1.528 -2.794 -1.189 -0.024 0.035 -0.025
C 2.802 2.938 -1.451 -0.097 -0.100 0.028
C 4.994 1.752 -1.631 0.025 0.004 0.014
C 0.873 -3.191 0.999 0.065 -0.036 -0.100
C 1.572 -4.382 1.039 -0.021 0.051 0.041
H 2.797 -4.239 -2.106 0.001 0.000 0.002
H 5.326 0.873 -3.348 0.007 0.012 -0.006
H -4.171 2.162 -1.246 -0.010 0.002 -0.005
H 5.422 2.716 -1.928 -0.007 0.001 0.003
H -0.539 -2.154 -2.868 0.014 -0.004 0.033
H 3.148 3.970 -1.394 -0.027 0.018 -0.009
H 5.748 1.206 -1.055 0.005 0.000 -0.001
H -2.308 0.298 -3.229 0.014 0.007 0.006
H -1.330 0.862 2.076 -0.028 -0.005 -0.023
H -3.071 2.436 2.084 0.005 -0.018 -0.004
H 0.213 -4.084 5.647 -0.006 -0.004 0.001
H -0.351 -1.202 -5.159 -0.001 -0.003 0.008
H -3.672 4.187 -0.320 0.004 -0.003 0.002
H -2.114 3.616 0.258 0.013 -0.004 -0.002
H -1.589 0.910 3.803 -0.032 -0.018 0.003
H 1.481 -2.105 -2.022 -0.020 -0.008 -0.006
H 2.696 2.640 -2.490 0.001 0.006 -0.006
H 2.747 0.210 -1.355 -0.009 0.009 -0.005
H -3.880 0.086 1.855 0.024 0.004 0.016
H -5.416 -0.262 1.095 -0.004 0.006 0.006
H -5.573 1.855 2.121 0.003 0.003 0.003
H -2.654 -1.127 -2.214 0.050 -0.005 -0.099
H 1.132 -0.912 -4.231 0.003 0.004 0.000
H 4.410 1.353 1.944 -0.008 0.058 0.059
H 1.571 -4.954 1.955 -0.009 -0.002 0.001
H -5.621 2.159 0.413 0.000 -0.006 -0.001
H 4.947 3.518 0.253 -0.005 0.010 0.024
H 3.748 -0.020 0.098 0.025 0.039 0.072
H -0.028 0.397 -4.458 -0.001 0.004 -0.006
H -4.215 3.743 1.941 -0.004 -0.001 -0.002
H -0.596 -2.717 6.368 -0.007 0.000 -0.005
H -2.580 -1.294 -3.965 -0.005 0.012 -0.009
H 3.432 3.162 1.076 -0.010 -0.017 -0.026
H -3.367 -1.005 -0.218 -0.004 0.013 0.020
H -4.504 0.005 -1.138 0.006 -0.004 0.014
H 2.809 -5.720 -0.093 0.013 0.008 0.004
```
Positions in Å, forces in eV/Å.

**ΔE to the lowest compared entry with this formula, charge and spin**: 0.0 kcal/mol
**Net charge**: +1
**Energy**: -6451.2549 hartree
**Spin multiplicity**: 2
**Kohn-Sham gap (spin up / spin down)**: 6.444 / 6.928 eV
**HOMO energy (spin up / spin down)**: -9.6 / -10.1 eV
**<S²>**: 0.7539
**LUMO energy (spin up / spin down)**: -3.1265 / -3.2159 eV

Mulliken population analysis, charges in e, atoms 1 to 4:
1. Ir 1.119
2. Se -0.119
3. Se -0.164
4. O -0.291